This record from OMol25 describes a cluster of 28 separate species, C80H228N12O28 in total at a distorted geometry. The level of theory is the ωB97M-V functional and the def2-TZVPD basis.

Element x y z (Å)
H 5.133647 3.478107 0.827480
H 4.174827 -6.465753 3.799870
C -7.452053 -0.553193 -0.992840
N 5.414547 -3.185373 8.920770
C 5.168247 -4.624393 0.616980
O -0.370623 3.671027 1.295920
C -3.389453 3.665717 4.037790
H 0.384367 5.655247 2.706830
H -3.133133 4.707887 4.228270
H -7.216053 -1.610353 -1.114540
H -0.542333 -4.669573 -1.726270
O -5.642843 7.502447 -1.711300
H 6.925557 1.525247 -7.035460
H -7.424113 -0.234823 0.049260
H -4.167603 -5.319803 2.475620
O 0.426417 -7.913563 -0.076410
H -12.081423 -2.641923 -0.831500
H -6.875693 9.175687 -1.297450
H 1.520087 -6.466243 1.762220
H 2.317487 0.783437 4.140590
H -4.391823 -2.030823 -9.840010
H 4.083387 -4.565653 0.529060
H 8.503637 -2.084313 -0.670630
H -4.629743 4.926617 -3.647940
H 6.233867 1.242117 2.701330
H 3.478777 2.275507 -5.016720
H 0.049097 0.651027 -2.488650
C -6.509843 5.585167 -2.843670
H -4.024233 0.459377 4.611860
C 3.508047 -2.679223 -4.448020
H -4.090093 -3.822053 -1.329670
C 6.124417 3.377617 -1.960380
H -2.660763 8.042107 1.809180
H 0.288747 -3.868133 1.131260
H 5.606547 -7.261323 -3.741090
C -2.522863 -4.205203 3.403350
H 5.549447 -9.293163 -2.400980
H 1.913997 6.839547 -0.286480
C -6.256743 7.089397 -2.918910
C 5.133247 -7.230453 -2.759690
C -3.689223 7.947387 1.460760
N -8.952593 1.244217 -1.648440
C 6.465697 1.522847 -6.047210
H -1.321203 -3.765543 0.539860
H -8.984653 1.657007 -0.727200
H -4.264293 -0.387903 -10.506540
C -5.221463 4.769907 -2.746040
C -4.153063 6.543957 1.568840
H -2.728193 -2.610723 7.190310
C 5.567937 3.145897 1.770410
H 6.597177 1.491427 0.938580
H 3.147587 2.989177 4.847560
C 1.411227 2.474017 -5.347670
C -2.211953 -3.563123 7.069760
H 0.653637 -3.387703 -1.452930
H 0.677847 3.272497 -5.460310
H 3.526907 4.783087 -0.859820
H 6.796457 5.482187 -2.182430
H -4.726153 -0.976423 3.797110
H 3.655707 -0.620483 -0.492160
C -0.279483 2.771287 6.570400
C 1.123957 0.076227 -0.049800
H 3.598067 8.206877 -1.089700
H 5.542197 -4.355363 -0.370890
C -4.569113 1.930507 -0.298830
C 6.848387 4.616267 -1.522440
H -0.583573 -1.698243 4.664780
H -0.868973 4.832537 3.664890
H 5.693997 -5.227633 -5.551800
O 5.643577 0.414627 -3.982630
H 0.520387 -1.783453 2.453180
H -5.470273 6.804597 0.153290
C 4.747907 -4.699053 -5.435130
C -5.835403 8.936047 -1.517640
H 1.648837 -0.716193 8.669000
H 1.299807 3.164907 2.280700
O -0.172623 -5.680003 -5.392070
C -10.042223 -0.790763 -0.733130
H 2.778097 -3.229423 -3.854260
H -2.953763 2.676107 -4.464890
C -4.074733 -2.914483 -1.933140
C 0.227447 -4.304793 -1.046220
H -4.538543 1.751677 2.370340
H 5.479757 -2.229143 9.239340
H 5.491787 1.977377 -6.228870
H 1.138197 0.044957 1.039660
H 1.869767 -8.161663 2.128410
H 6.539757 4.883547 -0.511790
C -4.086693 -1.006363 -9.626740
H -1.611453 0.042097 -2.262530
N -1.743273 0.886737 7.076900
H 1.187347 -3.155353 3.382120
H -8.824943 -0.635033 -2.537400
C 1.060457 -2.073113 3.354580
H 3.632787 4.602217 -5.827770
H 1.481687 -4.500933 -5.567390
H -1.740823 -1.104353 -10.885620
H 1.919467 -0.375873 -4.514770
H 7.914457 4.390077 -1.501440
H -3.542093 4.533287 0.957840
H 4.681917 2.194317 4.812980
H -4.775883 -0.785493 -8.811670
H 4.037077 -2.395083 4.111160
H -1.675793 2.680617 8.115360
C 5.056927 -2.317163 6.577970
H 2.198807 3.852987 -1.152450
C -11.183153 -2.948723 -0.295690
H 0.949097 -2.941693 6.184070
C 6.004877 -3.069403 7.564290
O -7.684103 2.091517 -3.989770
C 6.296617 -4.524303 7.155360
H -2.387413 0.185737 -9.137780
H -6.665273 0.009257 -1.495560
H -0.215403 2.468267 5.525330
H -2.946213 -1.766013 -0.517180
C 2.465377 -0.640443 -3.609190
O 3.262097 6.755747 -2.523960
H 2.684367 0.273267 -3.056680
H -10.984573 -0.482803 -1.186160
H 2.324307 -8.526923 -0.417210
O -2.597863 2.840387 4.810670
H -3.757253 2.894397 6.525280
H 2.493987 4.486327 0.523220
H -1.683933 1.009227 1.863230
H 6.902957 -4.983063 7.936380
C 0.819707 -1.379503 8.422680
N -1.724203 -1.634583 -10.026160
H -0.190953 3.857097 6.605980
H 1.833017 -1.307573 -3.023400
C 7.542837 -2.184183 -1.175590
H -5.464203 3.708597 -2.693250
H -0.060043 -7.179583 0.305980
O -0.698373 -5.609653 0.854550
H 0.489047 2.304697 7.186650
O 4.777627 0.814577 1.419020
C 5.720647 -6.042523 0.789940
C 1.689317 5.964627 -0.896500
O -10.004113 -2.229133 -0.731750
H -3.051993 3.514017 3.012510
H 2.042317 -6.795763 -0.543900
N 5.247437 -3.930233 -3.220740
H -0.132313 0.266207 3.664330
C -2.640783 -0.873953 -9.106410
H -3.727073 8.189047 0.398560
H -4.250743 6.314107 2.629850
H -3.788093 10.384787 1.078580
C -3.897123 -1.707893 -1.046790
H -2.006393 1.124737 -0.153020
H 4.025797 -2.652693 6.467120
H -5.607363 9.494227 -2.425670
H -2.385263 -2.442003 -7.648310
N 0.503637 0.036727 4.414670
H 6.972577 -2.574753 7.647750
H -4.529273 10.813537 2.625960
H 4.514267 -5.110453 4.864510
H 0.019467 -1.023113 9.071310
H -3.189623 -1.121393 4.482030
H -1.069023 -5.580013 1.739620
C 2.760747 3.094797 -5.052590
H 5.436487 -5.193833 7.154260
H 5.782417 -0.499883 -5.789310
H 2.096707 -1.752753 3.246630
O 6.325917 -1.228023 0.666110
H -8.046113 5.556127 -4.121830
H 0.135217 4.976717 0.105160
H 4.028897 -5.450773 -5.109480
H 3.070247 -1.505343 0.893420
C -2.825653 -1.154613 -5.370570
O 5.652487 -2.307313 5.265190
H 1.021997 1.821607 -4.566030
H -0.861143 -0.780723 0.075950
H 3.544257 -4.947123 3.366520
H -2.108673 1.516787 3.360490
O 5.731887 -3.870433 1.603140
H 5.437547 -3.083693 -2.703700
H -4.046203 -0.739323 -1.524030
H -2.710293 1.842547 -2.916710
H 5.977687 -3.667893 9.606440
C 2.459727 -5.842553 5.023300
H -3.610443 -4.891813 5.121870
H -0.400673 4.155247 -1.808910
N -1.743363 -5.386833 3.318860
N -5.467393 6.390597 1.074540
C 4.854157 -3.449323 -4.537490
H -1.343543 -5.361663 4.246010
H 4.451367 -4.349693 -6.424130
H 5.862337 -2.964493 1.313560
H -4.613143 5.069327 -1.892580
H -1.299833 -3.425733 7.650500
H 5.647987 -2.777453 -4.863870
H -5.675063 1.704917 -4.172610
H 2.886207 -5.821363 6.910370
H -1.953373 -3.315133 3.135850
H 7.335307 -0.134703 -5.001930
H -2.311053 4.433027 -2.968930
H -7.125053 7.681177 -3.208630
H 1.223567 7.304627 -2.520470
H -2.103353 0.623567 6.170710
H 4.129867 -8.879463 -1.550820
H -6.095723 7.034457 1.533610
H -2.938033 10.142977 2.644140
H -7.814093 1.602857 -3.173740
H -11.355953 -2.837483 0.774760
H 1.140257 -4.898283 -1.097790
H 1.033047 -2.423733 8.651070
H -3.136963 5.564927 -0.266430
H -2.882013 -2.232143 -5.216100
N -1.016523 1.321287 -0.112660
C 2.101177 -7.335953 1.455550
H 2.139017 1.255157 6.274650
C 1.026507 -1.863673 6.042660
H -7.088863 5.335587 -1.954540
H -0.205023 -1.086953 -2.298830
C -3.674643 -4.352513 2.378500
C 3.608157 8.082907 -2.172580
H -2.603123 4.186087 6.401250
H -0.892003 1.910597 -0.923400
H -9.828173 1.493887 -2.085600
H -5.324043 9.393977 -0.670930
O -3.200683 -0.792033 -6.681960
N -7.140963 5.117657 -4.029380
C 6.325707 0.230637 -5.189920
N -1.966943 0.700807 2.782400
H 6.796457 -6.012823 0.617150
H -6.547623 1.880397 -5.653050
H 1.812857 -6.458883 4.398960
C 3.221337 1.381517 6.247860
O 3.169507 1.146697 3.888170
N 0.287967 5.589647 -0.682930
H -2.577633 -4.418083 7.638450
H -5.578893 7.376877 -3.722630
H 3.146727 -7.032363 1.508150
C -3.286253 0.074567 2.576970
H -2.209343 5.664417 1.187670
C -2.217323 2.408407 -3.707200
C 2.486357 4.710107 -0.543540
H 0.837427 4.843037 4.155350
C -6.689963 -0.035263 -4.891760
O -1.874743 -3.955843 5.732630
O -4.506973 8.781767 2.204540
C 0.158377 4.772917 3.305590
H -1.314843 -1.072283 -7.483500
H -1.832253 -0.821273 -5.070320
C -8.848543 -0.187173 -1.543950
H -0.800923 -1.439523 -9.666160
C -0.391883 0.038377 -0.469000
H 6.868827 -0.138733 -1.035170
H -3.265163 -4.300703 1.369670
H -2.474013 -6.083293 3.353370
C 1.891137 6.467687 -2.315570
O -0.728203 3.319937 -2.150360
H -5.587573 1.542867 -0.322670
H 0.213217 -6.129593 -4.636700
C -0.388763 -4.313063 0.402480
H 7.046357 2.268257 -5.503790
C 5.874487 1.620377 1.744320
H -11.081393 -4.023193 -0.448250
C -1.549133 3.715467 -3.273390
H -4.452003 3.501827 4.217260
H -5.221283 0.331817 1.673230
H 2.706787 3.718167 -4.160070
H 5.625767 -1.244663 -1.270550
H -5.814473 -0.291923 -5.488210
C -3.892963 10.086297 2.121660
C 0.469267 -1.416433 4.650920
H -10.095873 -0.410773 0.287080
O 6.664427 2.941897 -3.199390
C -3.230813 5.568697 0.819520
O 1.626697 -1.127943 -0.618320
H 1.481317 1.942757 -6.296860
C -2.739983 3.122307 6.206970
H -4.678883 -1.790153 -0.291680
H -1.228193 -3.664033 -6.620870
H 5.922417 -6.893123 -2.087740
H 3.291857 -2.342103 -0.608510
C 0.400927 -4.448993 -5.435650
H 5.054227 3.529267 -2.101120
H 5.812167 -0.470343 0.955210
C 4.885207 -1.722353 4.238410
H 6.134087 -4.386903 -3.380140
H 6.281477 2.560457 -1.256320
H 6.466667 3.734527 1.954540
O -3.731003 1.063097 0.445900
H 0.215737 -3.908693 -4.507280
H -4.193613 2.079187 -1.311250
H 2.074837 -1.635513 6.235100
H 4.657437 -0.686023 4.487910
C 4.672777 -8.648863 -2.467430
H -7.272463 4.116497 -4.051650
H 4.221687 -5.436683 -2.878490
O 0.336417 -1.142213 7.134750
H 3.509307 1.980077 7.112090
O 2.911047 4.018927 -6.073660
H 1.989647 -4.873763 5.192340
H 1.667987 0.982007 -0.317560
C -4.284073 0.880447 1.766770
H 0.323337 -4.010623 -7.497280
C -0.139133 -3.640103 -6.582440
C 3.745257 -5.566243 4.240820
H 4.869557 3.366187 2.577780
O -3.014933 -2.943673 -2.885100
C -6.628843 1.471637 -4.645870
H 2.967987 8.870807 -2.569430
H 4.677737 8.118667 -2.379500
H -1.496393 1.693987 -4.104630
H -4.687093 2.880857 0.221760
H 4.921627 -1.305303 6.959990
H -3.053153 -0.778683 1.940000
C -1.655063 2.369797 7.070820
H 5.642687 -6.214043 1.863530
H -3.451083 -0.640543 -4.640730
C -0.564523 -0.103413 -1.996330
C 3.615887 2.009817 4.945810
H 6.218597 2.134967 -3.467150
C 0.291107 3.491557 2.533540
C 1.785637 -7.689093 0.025470
O 3.708207 -1.363443 -3.942420
C -2.350223 -1.352933 -7.676690
H 5.288217 -6.815933 0.155160
H -0.311343 6.397837 -0.594940
H -7.616783 -0.330393 -5.383700
H -0.038303 0.418397 5.176720
C 6.573517 -1.145973 -0.741290
H 3.664177 0.387867 6.316040
H -0.476763 2.823377 0.857950
C -2.982403 -4.046703 4.839980
H 7.676107 -2.232533 -2.256330
H -3.081113 -3.827873 -3.253080
C -3.819613 -0.395723 3.967620
H -1.000693 4.158617 -4.104610
O 2.673877 -6.483323 6.248310
H -5.027023 -2.893713 -2.463050
H -0.813873 0.493617 7.118910
H 3.115067 -2.575493 -5.459410
H 4.929597 -0.225433 -3.936280
H 0.136087 -2.587213 -6.521100
H -3.612293 -3.160623 4.918760
H 6.874907 -4.638013 6.238440
H -4.481933 -3.635783 2.529070
H 4.130657 0.847897 2.127480
H -6.665173 -0.589933 -3.953780
H 1.605107 5.703317 -3.038080
H 7.159637 -3.184623 -0.974650
H 5.493167 -1.717973 3.333710
H -0.162763 2.656727 3.067540
O 4.020677 -6.338153 -2.616670
C 2.954327 -1.396203 -0.184880
H 4.108157 -8.813643 -3.385120

Atoms 1-6, force components in eV/Å:
H -0.043 -0.149 -0.015
H -0.028 -0.276 0.304
C -0.603 0.357 0.266
N -0.648 1.657 -0.492
C 0.505 -1.592 -2.112
O -0.443 0.942 0.336

The calculation puts the frontier orbital gap at 8.94 eV. The value obtained for the HOMO energy is -8.63 eV.

Here are the Löwdin charges for atoms 1 to 99, given in e:
1. H 0.049
2. H 0.067
3. C -0.057
4. N 0.018
5. C -0.365
6. O -0.124
7. C -0.135
8. H 0.075
9. H 0.084
10. H 0.079
11. H 0.068
12. O -0.219
13. H 0.072
14. H 0.075
15. H 0.083
16. O -0.082
17. H 0.080
18. H 0.088
19. H 0.062
20. H 0.018
21. H 0.075
22. H 0.103
23. H 0.089
24. H 0.083
25. H 0.120
26. H 0.095
27. H 0.071
28. C -0.441
29. H 0.071
30. C -0.161
31. H 0.109
32. C -0.317
33. H 0.128
34. H 0.090
35. H 0.098
36. C -0.437
37. H 0.074
38. H 0.128
39. C -0.199
40. C -0.336
41. C -0.275
42. N 0.037
43. C -0.066
44. H 0.083
45. H 0.094
46. H 0.072
47. C -0.052
48. C -0.449
49. H 0.096
50. C -0.050
51. H 0.104
52. H 0.102
53. C -0.080
54. C -0.075
55. H 0.046
56. H 0.067
57. H 0.054
58. H 0.075
59. H 0.073
60. H 0.072
61. C -0.072
62. C -0.158
63. H 0.076
64. H 0.077
65. C -0.080
66. C -0.078
67. H 0.108
68. H 0.060
69. H 0.079
70. O -0.096
71. H 0.063
72. H 0.037
73. C -0.047
74. C -0.071
75. H 0.085
76. H 0.104
77. O -0.033
78. C -0.178
79. H 0.123
80. H 0.076
81. C -0.301
82. C -0.025
83. H 0.116
84. H 0.058
85. H 0.059
86. H 0.105
87. H 0.084
88. H 0.058
89. C -0.058
90. H 0.062
91. N 0.065
92. H 0.066
93. H 0.134
94. C -0.029
95. H 0.090
96. H 0.093
97. H 0.063
98. H 0.084
99. H 0.078